# 1
# C23H44O9

A cluster of 3 separate species, C23H44O9 in total at a distorted geometry (ωB97M-V/def2-TZVPD, the OMol25 dataset).

Element x y z (Å)
C -0.25 0.34 3.60
C -0.32 -0.08 2.48
C -0.44 -0.67 1.12
C -1.36 0.25 0.30
C -0.91 0.43 -1.17
C 0.18 1.53 -1.27
C 1.23 1.31 -2.37
C 2.66 1.69 -1.90
C 3.50 0.46 -1.51
C -0.94 -2.14 1.29
O 0.29 -2.88 1.16
C 0.97 -2.16 0.22
O 1.50 -2.58 -0.75
O 0.87 -0.83 0.57
H -0.35 0.67 4.60
H -1.32 1.24 0.75
H -2.40 -0.07 0.37
H -1.80 0.75 -1.71
H -0.58 -0.51 -1.61
H 0.66 1.62 -0.29
H -0.32 2.48 -1.45
H 0.98 1.98 -3.20
H 1.23 0.29 -2.76
H 2.60 2.33 -1.02
H 3.16 2.28 -2.67
H 2.84 -0.31 -1.12
H 4.04 0.05 -2.36
H 4.20 0.73 -0.72
H -1.59 -2.48 0.48
H -1.35 -2.24 2.29
C 3.74 6.23 -0.49
O 2.52 6.69 -1.05
C 1.64 5.63 -1.40
C 0.20 6.07 -1.30
O -0.31 6.13 0.02
C 0.13 7.20 0.85
C -0.49 8.54 0.52
O 0.09 9.10 -0.65
C -0.82 9.87 -1.40
H 4.33 5.68 -1.23
H 4.30 7.10 -0.17
H 3.55 5.59 0.38
H 1.80 4.77 -0.74
H 1.86 5.33 -2.43
H -0.40 5.30 -1.80
H 0.04 7.01 -1.84
H 1.21 7.26 0.88
H -0.21 6.93 1.85
H -0.31 9.23 1.35
H -1.57 8.42 0.39
H -1.71 9.29 -1.67
H -0.31 10.17 -2.32
H -1.13 10.77 -0.86
C -1.27 -9.21 3.55
O -1.79 -8.76 2.32
C -2.87 -7.85 2.47
C -2.94 -6.89 1.30
O -1.98 -5.85 1.33
C -0.62 -6.18 1.05
C -0.34 -6.44 -0.41
O -0.82 -7.71 -0.81
C -1.25 -7.74 -2.15
H -2.01 -9.82 4.09
H -0.40 -9.82 3.34
H -0.97 -8.36 4.18
H -2.76 -7.28 3.39
H -3.80 -8.43 2.51
H -3.90 -6.38 1.36
H -2.91 -7.43 0.35
H -0.27 -7.00 1.68
H -0.06 -5.29 1.34
H 0.75 -6.42 -0.57
H -0.80 -5.65 -1.01
H -2.02 -6.98 -2.34
H -1.69 -8.72 -2.34
H -0.41 -7.59 -2.84

Computed properties:
molecular weight: 464.60 g mol⁻¹
largest force on an atom: 1.94 eV/Å
LUMO level: 0.025 hartree
SMILES string: C#C[C@]1(CCCCCC)COC(=O)O1.COCCOCCOC.COCCOCCOC


# 2
# C35H43N5O2S2Si2W

A structure of composition C35H43N5O2S2Si2W at a distorted geometry (ωB97M-V/def2-TZVPD, the OMol25 dataset).

Element x y z (Å)
W 0.00 0.07 -0.09
N 2.97 0.89 2.97
C 3.99 -0.09 3.12
C 5.00 0.10 4.03
C 5.99 -0.86 4.17
C 5.96 -2.01 3.40
C 4.93 -2.20 2.49
C 3.95 -1.24 2.35
S 2.66 -1.56 1.18
N 1.63 -0.18 1.36
C 1.92 0.80 2.15
C 0.92 1.89 2.16
C 0.99 3.01 2.98
C -0.08 3.88 3.02
C -1.20 3.59 2.26
C -1.18 2.49 1.43
N -0.11 1.67 1.34
H 3.07 1.71 3.53
H 5.03 1.01 4.63
H 6.78 -0.71 4.89
H 6.73 -2.76 3.51
H 4.89 -3.10 1.88
H 1.85 3.19 3.60
H -0.06 4.76 3.65
H -2.09 4.20 2.30
H -2.03 2.22 0.83
O 1.46 -3.47 -1.25
C 1.62 -2.33 -1.46
O 0.71 -1.40 -0.83
C 2.61 -1.64 -2.28
C 3.40 -2.49 -3.06
C 4.38 -1.99 -3.88
C 4.59 -0.61 -3.90
C 3.83 0.24 -3.12
C 2.82 -0.25 -2.30
S 1.97 1.05 -1.43
H 3.20 -3.55 -3.01
H 4.98 -2.65 -4.48
H 5.37 -0.19 -4.54
H 4.01 1.31 -3.15
C -3.32 -0.27 -2.08
Si -2.22 -1.22 -0.92
C -1.65 -2.70 -1.87
C -3.31 -1.73 0.48
C -4.58 -2.26 0.24
C -5.40 -2.64 1.29
C -4.96 -2.51 2.60
C -3.69 -2.00 2.85
C -2.86 -1.60 1.79
Si -1.14 -1.01 2.16
C -0.14 -2.46 2.74
C -1.27 0.17 3.59
H -4.08 -0.99 -2.38
H -2.83 0.07 -3.00
H -3.84 0.57 -1.61
H -2.54 -3.18 -2.28
H -1.12 -3.42 -1.25
H -1.00 -2.44 -2.71
H -4.94 -2.39 -0.77
H -6.39 -3.04 1.09
H -5.59 -2.80 3.43
H -3.35 -1.92 3.88
H -0.72 -2.92 3.54
H 0.83 -2.17 3.16
H 0.03 -3.21 1.97
H -1.67 -0.43 4.42
H -1.98 0.98 3.41
H -0.33 0.58 3.94
C -2.09 5.88 -1.87
C -1.20 5.01 -2.74
N -1.41 3.57 -2.48
C -2.50 2.97 -3.27
C -1.97 2.28 -4.51
C -0.69 2.88 -1.61
C 0.48 3.62 -1.02
N -0.95 1.60 -1.31
H -1.89 6.93 -2.08
H -1.90 5.70 -0.81
H -3.14 5.69 -2.07
H -0.15 5.25 -2.60
H -1.42 5.16 -3.79
H -3.16 3.79 -3.56
H -3.10 2.32 -2.64
H -1.49 3.01 -5.18
H -2.78 1.81 -5.06
H -1.23 1.52 -4.27
H 0.16 4.54 -0.54
H 1.18 3.87 -1.82
H 1.02 3.02 -0.31
H -1.72 1.22 -1.85

Computed properties:
molecular weight: 869.91 g mol⁻¹
largest force on an atom: 2.32 eV/Å
LUMO level: -0.256 hartree
ΔE to the lowest compared entry with this formula, charge and spin: 105.05 kJ/mol
total charge: +2


# 3
# C7H6N3O3

The ion C7H6N3O3 with charge -1 at a distorted geometry (ωB97M-V/def2-TZVPD, the OMol25 dataset).

Element x y z (Å)
C -0.45 -2.28 0.17
C -0.11 -0.21 -0.50
C -0.30 -1.03 -1.57
C -0.04 -0.59 1.94
C 0.91 2.80 1.15
C -0.16 1.68 1.10
C -0.27 -0.71 -3.02
N -0.49 -2.33 -1.13
N -0.25 -1.00 0.62
N 0.09 0.77 2.07
O 1.75 2.57 2.05
O 0.06 -1.38 2.86
O 0.81 3.75 0.38
H -0.57 -3.12 0.83
H -1.14 1.81 0.68
H 0.71 -0.34 -3.32
H -0.50 -1.61 -3.59
H -1.01 0.06 -3.26
H 0.97 1.18 2.53

Computed properties:
molecular weight: 180.14 g mol⁻¹
largest force on an atom: 2.93 eV/Å
LUMO level (alpha / beta): 0.105 / 0.105 hartree
ΔE to the lowest compared entry with this formula, charge and spin: 0.00 kJ/mol
total charge: -1


# 4
# C53H51ClN2O2P2PbSe4

A structure of composition C53H51ClN2O2P2PbSe4 at a distorted geometry (ωB97M-V/def2-TZVPD, the OMol25 dataset).

Element x y z (Å)
Pb -0.72 1.35 -0.51
Se -3.30 1.16 -1.89
Se -3.38 3.23 -2.94
Se -1.30 3.62 -3.92
Se 0.23 3.82 -2.18
C -2.93 6.25 -0.76
C -2.58 5.26 0.34
C -3.63 4.22 0.64
C -4.98 4.47 0.44
C -5.94 3.53 0.78
C -5.56 2.34 1.36
C -4.22 2.04 1.56
C -3.82 0.76 2.24
C -4.32 -0.49 1.51
C -3.26 2.97 1.16
N -1.90 2.65 1.23
C -1.12 3.25 2.07
C 0.28 3.23 1.98
C 1.22 3.98 2.71
C 2.43 3.81 2.07
C 2.18 2.95 0.99
N 0.90 2.59 0.94
H -2.04 6.79 -1.07
H -3.68 6.97 -0.44
H -3.30 5.72 -1.64
H -2.37 5.83 1.26
H -1.65 4.76 0.06
H -5.29 5.42 0.02
H -6.98 3.73 0.58
H -6.32 1.63 1.67
H -4.21 0.75 3.26
H -2.73 0.71 2.29
H -3.86 -1.38 1.93
H -5.40 -0.57 1.57
H -4.03 -0.44 0.46
H -1.57 3.86 2.87
H 1.01 4.57 3.59
H 3.38 4.24 2.33
H 2.89 2.62 0.25
O 1.69 -2.82 -0.33
C 2.56 -3.14 0.67
C 3.54 -4.14 0.55
C 4.30 -4.49 1.65
C 4.12 -3.85 2.86
C 3.26 -2.77 2.93
C 2.50 -2.38 1.84
P 1.66 -0.73 1.81
C 3.15 0.12 2.54
C 4.34 -0.02 1.82
C 5.45 0.74 2.13
C 5.39 1.68 3.15
C 4.21 1.82 3.86
C 3.10 1.05 3.56
C 0.59 -0.92 3.27
C -0.04 0.20 3.80
C -0.94 0.07 4.84
C -1.25 -1.18 5.35
C -0.66 -2.31 4.80
C 0.25 -2.18 3.77
C 1.27 -3.75 -1.24
C 1.41 -5.13 -1.08
C 1.09 -5.98 -2.12
C 0.59 -5.48 -3.31
C 0.31 -4.13 -3.40
C 0.62 -3.26 -2.37
P -0.08 -1.54 -2.33
C 0.30 -1.00 -4.03
C -0.40 0.09 -4.55
C 0.01 0.68 -5.73
C 1.14 0.24 -6.38
C 1.86 -0.82 -5.86
C 1.45 -1.43 -4.69
C -1.80 -2.20 -2.46
C -2.71 -1.88 -3.46
C -4.01 -2.36 -3.41
C -4.41 -3.17 -2.37
C -3.51 -3.51 -1.37
C -2.22 -3.03 -1.42
H 3.70 -4.62 -0.40
H 5.04 -5.28 1.54
H 4.69 -4.17 3.73
H 3.17 -2.22 3.86
H 4.39 -0.73 1.01
H 6.37 0.62 1.57
H 6.25 2.29 3.38
H 4.15 2.56 4.65
H 2.20 1.18 4.14
H 0.13 1.17 3.36
H -1.43 0.95 5.25
H -1.97 -1.28 6.15
H -0.92 -3.29 5.16
H 0.67 -3.07 3.31
H 1.75 -5.54 -0.14
H 1.22 -7.05 -1.99
H 0.39 -6.15 -4.13
H -0.17 -3.74 -4.29
H -1.24 0.49 -4.01
H -0.54 1.54 -6.12
H 1.48 0.72 -7.29
H 2.78 -1.15 -6.34
H 2.04 -2.24 -4.27
H -2.42 -1.25 -4.29
H -4.71 -2.08 -4.18
H -5.43 -3.53 -2.32
H -3.82 -4.14 -0.55
H -1.52 -3.27 -0.63
Cl -0.89 -1.06 0.75
C 4.01 0.65 -2.43
C 2.76 0.19 -1.70
O 1.59 0.68 -2.31
H 4.90 0.25 -1.96
H 4.07 1.74 -2.42
H 3.97 0.33 -3.47
H 2.80 0.48 -0.64
H 2.67 -0.90 -1.75
H 1.59 1.65 -2.31

Computed properties:
molecular weight: 1368.44 g mol⁻¹
largest force on an atom: 1.51 eV/Å
LUMO level: 0.145 hartree
total charge: -2


# 5
# C23H46Cl34FNP

A cluster of 18 separate species, C23H46Cl34FNP in total at a distorted geometry (ωB97M-V/def2-TZVPD, the OMol25 dataset).

Element x y z (Å)
C -2.64 -3.12 -1.42
C -2.63 -1.86 -0.76
P -2.90 -0.36 -1.88
F -3.01 -0.90 -3.46
C -4.56 0.46 -1.53
C -5.68 -0.20 -2.17
C -1.44 0.78 -1.57
C -0.06 0.21 -2.15
N -0.05 0.14 -3.62
H -1.82 -3.29 -2.17
H -3.48 -3.84 -1.21
H -2.45 -1.69 0.34
H -4.69 1.36 -0.88
H -6.07 0.22 -3.14
H -6.11 -1.15 -1.72
H -1.32 0.84 -0.45
H -1.56 1.81 -2.01
H 0.25 -0.77 -1.63
H 0.74 0.96 -1.85
H 0.89 0.00 -4.00
H -0.61 -0.65 -3.97
C -4.42 2.05 2.57
Cl -5.35 1.03 3.67
Cl -3.58 1.08 1.35
H -5.09 2.74 2.07
H -3.68 2.60 3.15
C -8.90 1.53 -1.70
Cl -9.15 -0.18 -1.36
Cl -7.36 2.09 -1.05
H -8.91 1.69 -2.77
H -9.71 2.10 -1.24
C 3.37 1.56 -0.33
Cl 2.10 1.92 0.85
Cl 3.40 -0.17 -0.72
H 3.18 2.12 -1.24
H 4.33 1.84 0.09
C 5.01 -2.13 2.34
Cl 4.79 -1.51 3.98
Cl 6.72 -2.44 2.00
H 4.45 -3.06 2.23
H 4.64 -1.39 1.63
C 5.33 3.30 3.42
Cl 5.02 1.58 3.68
Cl 4.18 4.00 2.26
H 5.23 3.83 4.37
H 6.34 3.42 3.03
C -4.43 5.63 1.59
Cl -3.60 5.15 3.08
Cl -4.02 4.54 0.26
H -5.50 5.60 1.76
H -4.12 6.64 1.33
C 6.25 0.89 7.56
Cl 5.87 2.58 7.21
Cl 5.88 -0.15 6.18
H 7.31 0.81 7.79
H 5.66 0.56 8.42
C 3.94 6.69 -0.67
Cl 5.50 5.99 -1.12
Cl 2.77 5.43 -0.26
H 4.08 7.34 0.19
H 3.56 7.26 -1.51
C 1.67 -1.84 -6.63
Cl 0.51 -0.73 -7.36
Cl 3.00 -0.95 -5.88
H 1.17 -2.43 -5.87
H 2.07 -2.49 -7.40
C 1.96 -0.73 -11.21
Cl 1.36 -1.56 -12.65
Cl 2.75 -1.87 -10.10
H 2.68 0.03 -11.50
H 1.12 -0.27 -10.69
C 2.25 -5.79 2.76
Cl 2.43 -4.17 2.06
Cl 3.80 -6.63 2.84
H 1.84 -5.69 3.76
H 1.56 -6.36 2.14
C 7.56 -7.32 4.26
Cl 7.17 -5.63 3.90
Cl 7.19 -8.36 2.88
H 8.62 -7.39 4.48
H 6.97 -7.64 5.11
C 0.75 1.90 4.67
Cl -0.41 3.01 3.94
Cl 2.10 2.76 5.41
H 0.24 1.31 5.43
H 1.14 1.24 3.90
C -2.04 1.37 7.35
Cl -1.20 0.89 8.83
Cl -1.66 0.28 6.02
H -3.11 1.35 7.53
H -1.73 2.38 7.08
C -0.76 2.51 -6.91
Cl -0.50 4.10 -6.16
Cl -1.10 2.67 -8.63
H 0.13 1.91 -6.78
H -1.61 2.03 -6.42
C -6.68 -2.47 5.47
Cl -7.84 -1.37 4.73
Cl -5.35 -1.59 6.23
H -7.19 -3.06 6.23
H -6.28 -3.13 4.70
C -1.28 -4.88 -6.00
Cl -1.02 -3.30 -5.25
Cl -1.62 -4.72 -7.72
H -0.39 -5.48 -5.87
H -2.13 -5.36 -5.51

Computed properties:
molecular weight: 1592.00 g mol⁻¹
largest force on an atom: 3.52 eV/Å
LUMO level: -0.181 hartree
total charge: +1


# 6
# C14H10F3N3O7PdS

A structure of composition C14H10F3N3O7PdS at a distorted geometry (ωB97M-V/def2-TZVPD, the OMol25 dataset).

Element x y z (Å)
Pd -0.06 0.63 -0.19
O 0.46 -1.09 3.39
C 0.06 -0.56 2.37
N 0.76 -0.39 1.24
C 2.14 -0.79 1.08
C 2.66 -0.22 -0.21
C 3.95 -0.42 -0.65
C 4.35 0.12 -1.86
C 3.44 0.85 -2.62
C 2.16 1.02 -2.13
N 1.80 0.50 -0.95
C -1.36 -0.07 2.20
C -2.31 -0.23 3.18
C -3.61 0.17 2.91
C -3.92 0.70 1.67
C -2.92 0.84 0.73
N -1.67 0.48 1.01
H 2.22 -1.88 1.04
H 2.75 -0.45 1.92
H 4.64 -1.00 -0.04
H 5.36 -0.04 -2.22
H 3.71 1.28 -3.57
H 1.40 1.59 -2.64
H -2.00 -0.68 4.12
H -4.38 0.06 3.66
H -4.92 1.01 1.42
H -3.10 1.25 -0.25
O -1.94 3.36 -0.10
S -0.59 3.17 -0.56
O 0.14 4.30 -1.01
O -0.56 1.98 -1.59
O 0.25 2.42 0.55
F -0.39 -3.85 -1.20
C -1.20 -3.11 -1.96
F -2.33 -3.78 -2.13
F -0.62 -2.96 -3.16
C -1.45 -1.73 -1.29
O -0.33 -1.10 -1.17
O -2.57 -1.39 -0.99

Computed properties:
molecular weight: 527.73 g mol⁻¹
largest force on an atom: 1.05 eV/Å
LUMO level: -0.063 hartree
ΔE to the lowest compared entry with this formula, charge and spin: 7.41 kJ/mol